Entry from OMol25: 14 unconnected molecules or ions with the total composition C72H134F6N6O38P8 in a non-equilibrium geometry (ωB97M-V/def2-TZVPD).

Summary:
Energy: -9342.1248 Eh
F_max: 4.6 eV Å⁻¹
Multiplicity: 1

Structure (XYZ):
```
264
Properties=species:S:1:pos:R:3:lowdin_charge:R:1
N -2.4848 0.3851 -2.0978 0.31
H -2.0407 0.2490 -1.2368 0.05
H -1.9129 0.5015 -2.9406 0.10
H -3.0707 1.2403 -2.0262 0.08
H -3.1536 -0.3652 -2.3469 0.06
P 0.1488 0.2926 0.6143 0.24
F -0.2375 1.4783 -0.4666 -0.18
F -1.4422 -0.0824 0.5342 -0.19
F 0.4098 -0.5556 -0.7673 -0.16
F 0.4103 -0.9514 1.6102 -0.13
F 1.7227 0.7571 0.6699 -0.15
F -0.1730 1.2360 1.8465 -0.12
C 2.2669 -3.8357 -0.7307 -0.04
C 1.2293 -4.6550 -1.5459 -0.19
O 0.9675 -3.8622 -2.7432 -0.19
P 0.0470 -4.3318 -3.9273 0.40
O 0.2485 -3.4254 -5.0828 -0.24
O 0.4529 -5.8287 -4.1329 -0.15
C -0.2424 -6.5988 -5.0234 -0.31
C 0.2995 -8.0379 -4.9722 -0.05
O -1.4893 -4.3823 -3.4201 -0.19
C -1.9629 -3.0782 -2.9170 -0.21
C -2.0164 -3.2030 -1.3698 -0.06
H 1.9374 -3.1063 -0.0219 0.06
H 2.8192 -4.5599 -0.1503 0.07
H 2.9774 -3.3763 -1.4401 0.08
H 1.5369 -5.6655 -1.8335 0.12
H 0.2929 -4.7001 -0.9948 0.07
H -1.2991 -6.5881 -4.7542 0.12
H -0.1670 -6.2236 -6.0660 0.13
H -0.2144 -8.5900 -5.7416 0.07
H 1.3269 -8.0448 -5.2102 0.06
H 0.2234 -8.5083 -3.9951 0.08
H -1.3394 -2.2693 -3.2724 0.10
H -2.9712 -2.8804 -3.2702 0.08
H -2.7658 -2.4957 -0.9278 0.07
H -2.3352 -4.1821 -1.0574 0.08
H -1.0355 -3.0366 -0.8909 0.06
C 0.5580 8.3584 0.3374 -0.07
C 2.0371 8.6038 0.6982 -0.25
O 2.5172 7.3079 1.0134 -0.21
P 3.9927 6.8921 0.4765 0.40
O 4.6630 7.9895 -0.2182 -0.22
O 4.6440 6.3188 1.8134 -0.19
C 4.7682 7.1925 2.9321 -0.26
C 5.6474 6.4409 3.9791 -0.06
O 3.8128 5.6178 -0.4089 -0.15
C 3.3012 4.3890 0.1070 -0.20
C 2.6373 3.5899 -1.0721 -0.05
H 0.3083 7.8428 -0.5921 0.07
H 0.0210 7.7576 1.0923 0.08
H 0.0117 9.2621 0.2805 0.05
H 2.6243 9.0836 -0.0831 0.11
H 2.1422 9.1916 1.6340 0.13
H 5.2658 8.0807 2.5673 0.11
H 3.7454 7.4007 3.3024 0.10
H 5.3634 5.3654 3.9882 0.07
H 6.6943 6.4119 3.6368 0.07
H 5.6816 6.9542 4.9541 0.08
H 4.1798 3.8569 0.5436 0.13
H 2.5757 4.6392 0.8200 0.07
H 3.3542 3.3920 -1.8481 0.06
H 2.2371 2.6174 -0.7882 0.06
H 1.7881 4.0908 -1.5246 0.05
C 9.1777 -1.1842 -2.1213 -0.06
C 7.9736 -1.9899 -1.4965 -0.27
O 8.1219 -1.8421 -0.1062 -0.19
P 6.8310 -2.2440 0.8008 0.47
O 6.1310 -3.4355 0.2857 -0.23
O 7.6188 -2.3447 2.1926 -0.18
C 6.9645 -2.8918 3.3109 -0.26
C 6.9538 -1.7908 4.3964 -0.04
O 5.9067 -0.9189 0.9502 -0.18
C 6.3033 0.3428 1.5108 -0.25
C 5.0343 1.0211 1.9602 -0.06
H 9.3978 -0.2186 -1.6469 0.08
H 10.1007 -1.7268 -1.9863 0.06
H 8.9475 -1.0500 -3.1699 0.06
H 7.0351 -1.5182 -1.8127 0.09
H 7.9682 -3.0410 -1.8919 0.13
H 5.9575 -3.2796 3.0752 0.09
H 7.4767 -3.8251 3.5681 0.12
H 7.9137 -1.3481 4.5601 0.07
H 6.3335 -0.9804 4.0761 0.05
H 6.5427 -2.0640 5.3654 0.07
H 6.9579 0.2673 2.3640 0.10
H 6.8393 0.8268 0.7388 0.10
H 5.3789 1.9517 2.5167 0.11
H 4.3136 1.2531 1.1768 0.06
H 4.5078 0.4446 2.7017 0.04
C -6.0552 2.2568 -2.4566 -0.07
C -5.8225 1.3204 -3.5844 -0.24
O -6.5713 0.0827 -3.3730 -0.18
P -5.9351 -1.3437 -3.0424 0.45
O -4.5349 -1.4024 -2.5722 -0.23
O -7.0436 -1.9299 -2.0736 -0.18
C -7.2483 -1.3967 -0.7620 -0.22
C -6.4521 -2.2324 0.3122 -0.06
O -6.1375 -2.3249 -4.2680 -0.17
C -7.4060 -2.7305 -4.7367 -0.27
C -7.5216 -4.2366 -4.4308 -0.05
H -5.6655 1.8827 -1.5022 0.07
H -5.5086 3.2045 -2.6268 0.07
H -7.1068 2.4770 -2.3234 0.08
H -6.1249 1.7251 -4.5511 0.11
H -4.7683 0.9985 -3.6211 0.09
H -6.8801 -0.3870 -0.6839 0.08
H -8.3300 -1.3526 -0.6150 0.12
H -6.5022 -3.2945 -0.0059 0.08
H -5.3844 -1.9798 0.2792 0.05
H -6.8017 -2.1200 1.3582 0.07
H -8.1805 -2.0608 -4.3785 0.12
H -7.5423 -2.5993 -5.7934 0.10
H -6.5490 -4.6803 -4.5598 0.07
H -7.7374 -4.4797 -3.3530 0.09
H -8.2384 -4.7214 -5.0473 0.06
C 5.1879 -4.8437 6.3491 -0.09
C 4.6439 -4.0751 7.5122 -0.24
O 3.2043 -4.1873 7.5696 -0.18
P 2.3896 -3.0957 6.7532 0.38
O 2.9528 -1.7305 6.7795 -0.23
O 2.2456 -3.7978 5.3680 -0.18
C 1.8665 -2.9542 4.2062 -0.17
C 3.1938 -2.6798 3.4289 -0.05
O 0.9380 -3.1156 7.4530 -0.19
C 0.3399 -4.4287 7.7135 -0.26
C 0.4057 -4.8332 9.1696 -0.07
H 4.9765 -5.9023 6.4446 0.08
H 4.9903 -4.4634 5.3537 0.06
H 6.2606 -4.9158 6.2883 0.07
H 5.0653 -4.5347 8.4104 0.12
H 4.8743 -2.9877 7.3945 0.11
H 1.0872 -3.4742 3.5991 0.13
H 1.4750 -2.0245 4.5847 0.07
H 3.5442 -3.6321 3.0212 0.08
H 3.0712 -1.9334 2.6257 0.07
H 3.9173 -2.1909 4.0727 0.05
H -0.7139 -4.4074 7.3814 0.12
H 0.7557 -5.1841 7.0029 0.12
H -0.0930 -4.0888 9.7808 0.06
H -0.0784 -5.8006 9.3283 0.09
H 1.4521 -4.8345 9.5071 0.08
C 0.8704 1.8262 -3.7620 -0.05
C -0.3013 2.7279 -4.0140 -0.24
O -0.7071 3.4351 -2.7708 -0.16
P -2.1447 4.0152 -2.7714 0.42
O -3.1806 3.0009 -2.3925 -0.24
O -2.0683 5.1840 -1.7589 -0.15
C -1.8992 5.0941 -0.4038 -0.27
C -0.4712 4.8499 0.0423 -0.06
O -2.3132 4.8155 -4.1484 -0.17
C -3.2406 5.8428 -4.3111 -0.31
C -2.5543 7.1654 -4.2816 -0.06
H 1.1718 1.4381 -4.7477 0.09
H 1.6478 2.5025 -3.3572 0.08
H 0.7179 1.0370 -2.9798 0.08
H -0.0195 3.5143 -4.6723 0.11
H -1.1987 2.2176 -4.4658 0.09
H -2.2247 6.0520 -0.0249 0.12
H -2.5758 4.3729 0.0183 0.11
H -0.3701 5.1258 1.0962 0.06
H -0.1017 3.8400 -0.0998 0.05
H 0.1892 5.4901 -0.5334 0.07
H -3.8202 5.5811 -5.2167 0.13
H -3.9725 5.7515 -3.5290 0.11
H -3.2361 8.0083 -4.4006 0.09
H -1.9160 7.2416 -3.4153 0.07
H -1.7915 7.1299 -5.0934 0.10
C -2.6710 -3.7999 -6.7189 -0.04
C -2.1372 -2.3561 -6.9215 -0.23
O -3.2209 -1.5518 -6.5192 -0.18
P -3.2247 -0.0283 -6.1948 0.37
O -2.4661 0.4192 -5.0226 -0.21
O -2.7668 0.6063 -7.5338 -0.15
C -1.8549 1.7321 -7.6253 -0.26
C -0.9589 1.5488 -8.8000 -0.07
O -4.7887 0.2769 -6.1812 -0.19
C -5.7028 -0.3983 -7.0458 -0.23
C -7.0912 0.2705 -6.7731 -0.05
H -3.1422 -3.8344 -5.7571 0.06
H -3.4911 -4.0320 -7.4181 0.08
H -1.8491 -4.4919 -6.7350 0.05
H -1.2612 -2.2224 -6.2967 0.09
H -1.8244 -2.1900 -7.9927 0.14
H -2.4227 2.6883 -7.6195 0.13
H -1.2321 1.8049 -6.7376 0.09
H -0.1345 2.2349 -8.6359 0.08
H -0.6108 0.5041 -8.6278 0.09
H -1.3802 1.5285 -9.8007 0.08
H -5.3866 -0.2581 -8.0720 0.11
H -5.7024 -1.4990 -6.9085 0.11
H -7.4498 0.0314 -5.7519 0.06
H -7.0991 1.3462 -6.8736 0.07
H -7.7832 -0.1059 -7.5381 0.08
C 2.9864 -1.4623 -4.3511 -0.03
C 2.6727 -1.1024 -3.0437 -0.11
C 3.4354 -0.3143 -2.2467 0.01
C 4.5779 0.1511 -2.9071 -0.14
C 4.9773 -0.1013 -4.1973 -0.01
C 4.1556 -0.9414 -4.9198 -0.06
N 5.4893 1.0220 -2.1281 -0.37
O 6.5615 1.2268 -2.5333 0.10
O 5.0279 1.6097 -1.1820 0.06
H 2.3669 -2.1445 -4.9427 0.10
H 1.7491 -1.4556 -2.5971 0.09
H 3.1950 -0.0929 -1.1731 0.13
H 5.9451 0.2321 -4.5569 0.12
H 4.4864 -1.2441 -5.8770 0.09
C -4.2483 -2.1278 2.8223 -0.09
C -3.0982 -1.7589 2.1306 -0.09
C -2.1305 -2.6948 1.8715 0.00
C -2.4535 -4.0382 2.1493 -0.12
C -3.6236 -4.5064 2.7225 0.01
C -4.4997 -3.4794 3.0473 -0.07
N -1.4706 -5.0922 1.7638 -0.36
O -1.8304 -6.2153 1.9851 0.08
O -0.4782 -4.7533 1.1772 0.07
H -5.0032 -1.3648 3.0699 0.10
H -3.0068 -0.7073 1.8916 0.07
H -1.2121 -2.3969 1.3924 0.09
H -3.9376 -5.5385 2.7703 0.12
H -5.4696 -3.8066 3.4137 0.11
C -3.1739 3.4692 4.2776 -0.04
C -4.5039 3.0724 4.5116 -0.04
C -5.0457 2.1786 3.6061 -0.02
C -4.3987 1.8130 2.4622 -0.18
C -3.0683 2.1792 2.2254 0.01
C -2.4668 3.0847 3.1212 -0.04
N -5.0905 0.9562 1.5684 -0.34
O -4.5303 0.6316 0.5240 0.05
O -6.2328 0.6485 1.7967 0.08
H -2.6606 4.1029 4.9742 0.10
H -5.0431 3.2867 5.4334 0.11
H -6.0337 1.8351 3.7925 0.11
H -2.4819 1.6910 1.4246 0.10
H -1.4835 3.4890 2.8805 0.10
C -1.6743 -0.1024 4.7599 -0.04
C -0.4946 -0.2175 5.4119 -0.07
C -0.4448 -0.5991 6.7195 -0.02
C -1.5851 -1.0180 7.3346 -0.15
C -2.8362 -0.9319 6.7668 0.00
C -2.8894 -0.4457 5.4611 -0.03
N -1.4636 -1.5267 8.7309 -0.37
O -2.1834 -2.4138 9.0527 0.09
O -0.6221 -1.0041 9.4268 0.09
H -1.7616 0.2539 3.7418 0.08
H 0.4451 0.0971 4.9957 0.09
H 0.4937 -0.5383 7.2336 0.11
H -3.6674 -1.2166 7.3563 0.11
H -3.8656 -0.4338 4.9687 0.09
C 3.2165 1.2559 4.9695 -0.08
C 2.4466 1.3567 3.8237 -0.09
C 2.0263 2.6116 3.4187 0.00
C 2.3586 3.7008 4.1862 -0.14
C 3.1409 3.5855 5.3717 0.01
C 3.5564 2.3338 5.7783 -0.05
N 1.9098 5.0033 3.7612 -0.34
O 0.9378 5.0848 3.0397 0.06
O 2.4680 5.9127 4.3119 0.08
H 3.4986 0.2785 5.3266 0.09
H 2.1785 0.5012 3.2443 0.09
H 1.4603 2.7483 2.5199 0.10
H 3.2321 4.4217 6.0577 0.12
H 4.2039 2.1383 6.6283 0.12
```